# 1
{"formula": "C22H24MnN6O2S2", "method": "ωB97M-V/def2-TZVPD", "homo_lumo_gap_ha": [0.286, 0.280], "multiplicity": 6, "lumo_ev": [-5.591, -5.740], "s_squared": 8.7527, "homo_energy_ev": [-13.4, -13.4], "total_charge": 2, "e_tot_ev": -89220.035, "e_above_lowest_ev": 0.1925, "species": ["Mn", "C", "O", "C", "C", "O", "C", "H", "H", "H", "H", "H", "H", "H", "H", "H", "H", "N", "C", "N", "C", "C", "S", "C", "C", "S", "C", "N", "N", "H", "H", "H", "H", "H", "H", "C", "C", "N", "C", "C", "C", "C", "C", "C", "C", "C", "C", "N", "C", "H", "H", "H", "H", "H", "H", "H", "H"], "coordinates": [[0.30928, 0.43531, -0.36984], [3.60650, 0.01751, -0.67415], [2.58284, 0.98952, -0.37941], [2.59919, 2.10484, -1.28523], [2.19863, 1.65107, -2.67493], [1.12289, 0.71790, -2.51844], [0.79524, 0.07333, -3.75629], [4.58849, 0.48067, -0.57937], [3.48152, -0.38935, -1.67650], [3.50188, -0.78713, 0.04567], [3.58656, 2.57011, -1.30259], [1.87971, 2.81929, -0.88117], [3.02148, 1.15740, -3.19571], [1.88071, 2.50535, -3.27719], [0.36920, 0.78747, -4.46487], [0.09267, -0.72634, -3.54257], [1.69284, -0.35572, -4.20425], [2.13675, 2.33980, 2.28981], [0.79704, 2.49082, 2.18335], [0.07673, 2.03694, 1.17632], [-1.25893, 2.39778, 1.34852], [-1.54235, 3.05344, 2.49083], [-0.10397, 3.30165, 3.40424], [-2.17269, 2.12890, 0.23924], [-3.48185, 2.45044, 0.17195], [-4.08385, 2.14548, -1.40886], [-2.52498, 1.59666, -1.88049], [-1.62857, 1.58821, -0.92385], [-2.27478, 1.16299, -3.15393], [2.64081, 2.05679, 1.46452], [2.63618, 2.87260, 2.98143], [-2.48824, 3.44281, 2.82929], [-4.11211, 2.87676, 0.93480], [-2.97899, 1.36484, -3.84752], [-1.33684, 1.33192, -3.48288], [-2.83147, -2.59344, -1.50133], [-1.84130, -1.61098, -1.56952], [-0.96342, -1.39018, -0.60408], [-1.02759, -2.16587, 0.50577], [-1.99861, -3.16058, 0.67386], [-2.91763, -3.36247, -0.37031], [-2.02032, -3.94556, 1.87489], [-1.09188, -3.76045, 2.83314], [-0.06041, -2.77593, 2.67286], [0.96082, -2.59994, 3.62332], [1.93871, -1.66997, 3.39099], [1.87327, -0.90373, 2.22358], [0.91818, -1.02422, 1.31810], [-0.03252, -1.96870, 1.52964], [-3.51218, -2.72526, -2.33046], [-1.78767, -0.96747, -2.43900], [-3.67931, -4.12604, -0.27159], [-2.79266, -4.69561, 1.98571], [-1.09887, -4.35761, 3.73592], [0.96968, -3.20859, 4.51921], [2.75356, -1.51793, 4.08479], [2.63262, -0.15956, 2.03460]], "forces_ev_per_a": [[0.1, 0.0, 0.1], [-0.1, 0.0, 0.0], [0.1, 0.1, -0.1], [0.0, -0.1, 0.0], [0.0, 0.0, 0.0], [-0.1, 0.0, -0.1], [0.2, -0.1, 0.0], [0.0, 0.0, 0.0], [0.0, 0.0, 0.0], [0.0, 0.0, 0.0], [0.0, 0.0, 0.0], [0.0, 0.0, 0.0], [0.0, 0.0, 0.0], [0.0, 0.0, 0.0], [0.0, 0.0, 0.0], [0.0, 0.0, 0.0], [0.0, 0.0, 0.0], [0.0, 0.0, 0.0], [0.1, 0.0, 0.0], [0.0, 0.1, 0.1], [0.0, -0.1, 0.0], [0.0, 0.0, 0.0], [0.0, 0.0, 0.0], [0.0, 0.0, 0.0], [0.0, 0.0, 0.0], [0.0, 0.0, 0.0], [0.0, -0.1, 0.0], [0.0, 0.2, 0.0], [0.0, 0.0, -0.1], [0.0, 0.0, 0.0], [0.0, 0.0, 0.0], [0.0, 0.0, 0.0], [0.0, 0.0, 0.0], [0.0, 0.0, 0.0], [0.0, 0.0, 0.0], [0.0, 0.0, 0.0], [0.0, 0.0, -0.1], [-0.1, 0.0, 0.0], [0.0, 0.0, 0.0], [0.0, 0.0, 0.0], [0.0, 0.0, 0.0], [0.0, 0.0, 0.0], [0.0, 0.0, 0.0], [0.0, 0.0, 0.0], [0.0, 0.0, 0.0], [0.0, 0.0, 0.0], [0.0, 0.1, 0.0], [-0.1, -0.1, 0.0], [0.0, 0.0, 0.0], [0.0, 0.0, 0.0], [0.0, -0.1, 0.1], [0.0, 0.0, 0.0], [0.0, 0.0, 0.0], [0.0, 0.0, 0.0], [0.0, 0.0, 0.0], [0.0, 0.0, 0.0], [0.0, 0.0, 0.0]]}

***

# 2
{"formula": "CHO4PS", "method": "ωB97M-V/def2-TZVPD", "homo_lumo_gap_ha": 0.214, "lumo_ev": 6.042, "homo_energy_ev": 0.2, "total_charge": -2, "e_tot_ev": -29366.718, "e_above_lowest_ev": 3.1439, "species": ["C", "O", "O", "O", "O", "P", "S", "H"], "coordinates": [[0.51669, 0.26907, 0.45398], [-2.24821, 0.54517, 0.07064], [-0.56598, -0.99449, -1.27293], [-1.30082, -1.70747, 0.96854], [2.51913, 1.61952, -0.49775], [-1.12113, -0.53616, 0.08349], [0.97771, 1.63567, -0.27430], [1.22261, -0.83133, 0.46834]], "forces_ev_per_a": [[1.3, -3.3, -1.0], [1.7, -1.2, 0.1], [-0.1, 0.5, -0.1], [-0.2, -1.0, 2.0], [-1.3, 0.7, -0.1], [-2.2, 1.5, -2.0], [2.3, -1.1, 1.0], [-1.4, 3.9, 0.3]]}

***

# 3
{"formula": "C42H32IrN5P2Se", "method": "ωB97M-V/def2-TZVPD", "homo_lumo_gap_ha": [0.156, 0.155], "lumo_ev": [-7.836, -7.847], "homo_energy_ev": [-12.1, -12.1], "total_charge": 2, "e_tot_ev": -138272.038, "e_above_lowest_ev": 4.6677, "species": ["Ir", "C", "P", "C", "C", "C", "C", "C", "C", "C", "C", "C", "C", "C", "C", "C", "C", "C", "C", "C", "P", "C", "C", "C", "C", "C", "C", "C", "C", "C", "C", "C", "C", "N", "H", "H", "H", "H", "H", "H", "H", "H", "H", "H", "H", "H", "H", "H", "H", "H", "H", "H", "H", "H", "H", "H", "H", "H", "H", "H", "Se", "N", "C", "C", "C", "C", "C", "N", "C", "C", "N", "C", "C", "C", "C", "C", "N", "H", "H", "H", "H", "H", "H"], "coordinates": [[-0.42905, -0.43915, 0.01130], [2.19835, -1.34755, 1.77080], [2.10945, -0.84785, -0.03700], [3.50455, 0.32405, -0.09580], [4.35745, 0.33965, -1.19930], [5.38225, 1.26775, -1.26710], [5.55355, 2.19575, -0.25230], [4.69735, 2.19685, 0.83890], [3.67685, 1.26755, 0.91580], [2.69125, -2.26415, -1.02100], [3.76095, -3.07835, -0.65420], [4.11125, -4.14695, -1.46170], [3.41665, -4.39655, -2.63550], [2.35355, -3.58795, -3.00720], [1.98905, -2.52885, -2.19720], [1.40425, -0.34615, 2.51910], [1.66275, 0.24375, 3.77590], [0.75505, 1.27245, 3.92720], [-0.03995, 1.29415, 2.75410], [-0.95785, 2.33795, 2.32690], [-0.05955, 3.61655, 1.17300], [0.33195, 2.58545, -0.30980], [1.57445, 2.71305, -0.91140], [1.87475, 2.01375, -2.07520], [0.94635, 1.15735, -2.64270], [-0.32345, 1.02985, -2.07970], [-0.63575, 1.74695, -0.90340], [-1.44175, 4.58745, 0.50000], [-2.41605, 5.12025, 1.34860], [-3.39125, 5.96235, 0.84790], [-3.39695, 6.30795, -0.49650], [-2.40355, 5.82395, -1.33470], [-1.42985, 4.97615, -0.84400], [0.34175, 0.27335, 1.93840], [1.77125, -2.34925, 1.87280], [3.22935, -1.36935, 2.13660], [4.22285, -0.37285, -1.99980], [6.05025, 1.27095, -2.11460], [6.36005, 2.90995, -0.30290], [4.82525, 2.92095, 1.63010], [3.01355, 1.27615, 1.76900], [4.31595, -2.87565, 0.25000], [4.92285, -4.79815, -1.17390], [3.69635, -5.22995, -3.26000], [1.80505, -3.79375, -3.91450], [1.14375, -1.90115, -2.45600], [2.43455, -0.04705, 4.46050], [0.65815, 1.93425, 4.76520], [-1.79185, 1.94985, 1.74060], [-1.31125, 2.91865, 3.17780], [2.30175, 3.39375, -0.49660], [2.82795, 2.16885, -2.55540], [1.18915, 0.62735, -3.55090], [-1.10695, 0.51865, -2.63060], [-1.67315, 1.90655, -0.63880], [-2.40845, 4.88105, 2.40180], [-4.13925, 6.36715, 1.51030], [-4.16095, 6.96385, -0.88340], [-2.37915, 6.12185, -2.37090], [-0.64735, 4.62185, -1.49970], [-6.36915, -5.75365, 0.46400], [-6.34305, -4.01505, 0.27680], [-5.09095, -3.59335, 0.24890], [-4.68145, -2.22675, 0.11310], [-5.61445, -1.18955, 0.03230], [-5.14745, 0.10075, -0.06740], [-3.77145, 0.30925, -0.12470], [-2.86495, -0.65385, -0.06370], [-3.30185, -1.92185, 0.07170], [-2.31595, -2.97525, 0.18670], [-1.01065, -2.64605, 0.12270], [-0.10815, -3.60885, 0.23730], [-0.42185, -4.94275, 0.47220], [-1.74715, -5.30705, 0.54050], [-2.71895, -4.31715, 0.36990], [-4.11785, -4.62715, 0.37840], [-4.62235, -5.84195, 0.50000], [-6.66615, -1.43255, 0.06340], [-5.81995, 0.94275, -0.10970], [-3.41495, 1.32465, -0.22390], [0.92645, -3.32375, 0.11460], [0.37065, -5.66445, 0.58500], [-2.06665, -6.32155, 0.72310]], "forces_ev_per_a": [[0.9, -0.2, 0.6], [-0.3, -0.3, -0.5], [-0.3, -0.4, 1.8], [-0.6, 0.3, -0.5], [-0.1, -0.1, 0.0], [0.1, 0.0, 0.0], [0.0, 0.0, 0.0], [0.1, -0.1, 0.0], [-0.2, -0.1, 0.2], [-0.8, 0.4, -0.4], [-0.1, 0.2, 0.2], [0.0, 0.0, 0.0], [-0.1, 0.0, 0.0], [0.0, -0.1, -0.1], [0.0, 0.1, 0.1], [0.6, -0.3, 1.2], [0.0, -1.1, -1.3], [-1.0, 0.3, -1.4], [0.4, 0.4, 1.0], [-0.3, 0.8, -1.2], [0.3, -0.2, 0.9], [0.1, 0.1, 0.4], [-0.2, 0.1, 0.1], [-0.2, 0.2, -0.1], [-0.2, -0.2, -0.1], [0.3, 0.3, -0.1], [-0.1, -0.7, 0.3], [-0.1, 0.1, -0.2], [0.2, -0.3, -0.1], [-0.1, 0.1, -0.1], [0.1, -0.1, 0.1], [-0.1, 0.1, -0.1], [0.0, -0.2, 0.3], [-0.5, -0.7, -1.6], [0.1, -0.1, 0.0], [-0.1, 0.0, -0.2], [0.0, -0.1, -0.1], [0.1, 0.0, -0.1], [0.1, 0.1, 0.0], [0.0, 0.0, 0.1], [-0.1, 0.1, 0.1], [0.1, 0.0, 0.1], [0.1, 0.0, 0.0], [0.1, -0.1, -0.1], [0.0, 0.0, -0.1], [0.0, 0.0, -0.1], [0.2, -0.1, 0.1], [-0.1, 0.2, 0.1], [-0.3, 0.0, 0.2], [-0.1, 0.0, -0.1], [0.1, 0.0, 0.1], [0.1, 0.0, 0.0], [0.0, 0.0, -0.1], [0.0, -0.2, 0.1], [0.0, 0.0, 0.0], [0.0, 0.0, 0.1], [-0.1, 0.0, 0.1], [-0.1, 0.1, 0.0], [0.0, 0.0, -0.1], [0.0, 0.0, -0.1], [0.2, 0.2, 0.0], [-0.1, 1.2, -0.1], [-0.6, -1.2, 0.1], [0.5, 0.7, -0.1], [0.3, 0.1, 0.0], [0.1, -0.3, -0.1], [-0.1, 0.6, 0.0], [1.2, 0.2, 0.2], [-0.8, -0.1, 0.0], [-0.3, -0.7, 0.1], [0.7, 1.3, 0.6], [0.6, -0.4, 0.0], [-0.2, 0.1, -0.1], [0.1, 0.3, 0.0], [0.8, 0.5, -0.1], [-1.3, -0.5, 0.1], [1.2, -0.3, 0.1], [-0.1, 0.0, 0.0], [0.0, 0.1, 0.0], [0.1, 0.0, 0.0], [-0.1, 0.0, 0.1], [0.1, 0.0, 0.0], [0.0, -0.1, 0.0]]}

***

# 4
{"formula": "C3H8NO", "method": "ωB97M-V/def2-TZVPD", "homo_lumo_gap_ha": 0.385, "lumo_ev": -3.870, "homo_energy_ev": -14.3, "total_charge": 1, "e_tot_ev": -6770.812, "e_above_lowest_ev": 0.3572, "species": ["N", "C", "C", "C", "O", "H", "H", "H", "H", "H", "H", "H", "H"], "coordinates": [[-1.12585, -0.10398, 1.51390], [-0.17120, 0.81125, 0.77652], [-0.33756, 0.61617, -0.73204], [0.87707, -0.12686, -1.29660], [1.16280, -1.19856, -0.84574], [-1.01668, -0.12326, 2.53139], [-2.08839, 0.15748, 1.29151], [-1.00879, -1.07442, 1.20288], [0.83785, 0.57077, 1.09960], [-0.46450, 1.80897, 1.07521], [-1.11954, -0.15023, -0.90135], [-0.75841, 1.43090, -1.31032], [1.47038, 0.39285, -2.05943]], "forces_ev_per_a": [[0.0, -0.6, -0.1], [-0.4, 0.3, -0.3], [-0.8, -1.5, -0.2], [0.0, 0.8, 0.0], [0.1, -0.1, 0.1], [0.1, 0.3, 0.0], [0.0, 0.0, 0.1], [0.1, 0.1, -0.1], [-0.1, 0.0, 0.2], [0.2, 0.2, 0.1], [0.1, 0.1, 0.2], [0.7, 0.6, 0.2], [0.1, -0.2, -0.2]]}

***

# 5
{"formula": "C7H7N3O5", "method": "ωB97M-V/def2-TZVPD", "homo_lumo_gap_ha": 0.335, "lumo_ev": -0.167, "homo_energy_ev": -9.3, "e_tot_ev": -22071.222, "e_above_lowest_ev": 0.0000, "species": ["C", "C", "C", "C", "C", "C", "C", "N", "N", "N", "O", "O", "O", "O", "O", "H", "H", "H", "H", "H", "H", "H"], "coordinates": [[2.13924, -1.64425, 0.25669], [2.40064, -0.28795, 0.56810], [0.99484, -1.98607, -0.44950], [1.44260, 0.72913, 0.20804], [0.33266, 0.27871, -0.47972], [0.14374, -1.04490, -0.95289], [1.54567, 2.19751, 0.57538], [-2.19882, 0.16811, 0.38097], [-2.01038, 1.03578, -0.44382], [-3.46625, -0.26133, 0.82797], [-0.69718, 1.23521, -0.86653], [-2.74336, 1.77298, -0.99250], [-4.03178, -0.94115, -0.00689], [-3.82114, -0.01838, 1.96142], [-0.94069, -1.37605, -1.66232], [2.85952, -2.33116, 0.69378], [3.11557, 0.03729, 1.40917], [0.88152, -3.10110, -0.82304], [1.79441, 2.77850, -0.38418], [0.73522, 2.64266, 1.05494], [2.26320, 2.21666, 1.32063], [-0.73923, -2.10020, -2.19570]], "forces_ev_per_a": [[0.7, 2.0, 1.0], [-1.0, 1.1, 1.4], [1.3, -3.4, -1.5], [-0.4, -1.1, 0.2], [-1.7, -0.1, -1.1], [0.3, 1.2, 1.7], [0.8, -0.9, -2.9], [2.2, -2.3, 3.3], [0.2, 0.6, -1.1], [-1.5, 0.2, -1.3], [1.8, -0.7, 0.3], [-1.9, 1.4, -0.9], [0.0, 0.3, 0.8], [0.9, 0.0, -1.1], [-1.0, 2.2, 0.7], [-0.4, -0.4, -0.4], [-0.6, -0.8, -1.8], [0.0, 2.3, 1.0], [-0.1, -0.6, 1.7], [-2.0, 0.4, 0.3], [2.1, 0.6, 1.0], [0.3, -2.0, -1.3]]}